# 1
{"formula": "C27H66BF4NO19P4", "method": "ωB97M-V/def2-TZVPD", "species": ["C", "C", "C", "C", "C", "C", "N", "O", "C", "C", "C", "H", "H", "H", "H", "H", "H", "H", "H", "H", "H", "H", "H", "H", "H", "H", "H", "H", "H", "B", "F", "F", "F", "F", "C", "C", "O", "C", "H", "H", "H", "H", "H", "H", "C", "C", "O", "C", "H", "H", "H", "H", "H", "H", "C", "O", "P", "O", "O", "C", "O", "C", "H", "H", "H", "H", "H", "H", "H", "H", "H", "C", "O", "P", "O", "O", "C", "O", "C", "H", "H", "H", "H", "H", "H", "H", "H", "H", "C", "O", "P", "O", "O", "C", "O", "C", "H", "H", "H", "H", "H", "H", "H", "H", "H", "C", "O", "P", "O", "O", "C", "O", "C", "H", "H", "H", "H", "H", "H", "H", "H", "H"], "xyz": [[-2.96789, 0.31526, -2.80597], [-1.60280, 1.13292, -2.71588], [-0.35100, 0.19599, -2.71309], [-0.01507, -0.30791, -4.11083], [0.21374, 0.76608, -5.10798], [-1.04559, 1.71719, -5.22436], [-1.53144, 2.13741, -3.77702], [-2.32064, 3.12836, -3.78003], [-2.11078, 1.19902, -6.05511], [-0.50564, 3.10212, -5.85136], [-1.59166, 1.93814, -1.30960], [-2.91489, -0.25117, -3.69793], [-3.78188, 1.02318, -2.86307], [-3.09359, -0.44610, -2.01017], [-0.48952, -0.62030, -2.02665], [0.46151, 0.74226, -2.26715], [-0.85147, -0.93101, -4.42974], [1.02679, -1.00198, -3.91620], [0.43613, 0.53799, -6.19096], [0.95288, 1.28141, -4.80316], [-2.51791, 0.41717, -5.62870], [-1.71305, 0.88892, -6.95560], [-2.84835, 1.97106, -6.25044], [-1.34563, 3.84295, -6.00942], [-0.25548, 3.00261, -6.79980], [0.32775, 3.48545, -5.49624], [-1.81299, 1.23106, -0.38460], [-2.37914, 2.68350, -1.04583], [-0.52338, 2.49865, -0.91753], [-0.17451, -0.67071, 1.88813], [-1.21622, -1.46838, 1.24725], [0.04064, -1.29147, 3.09669], [0.97835, -0.68121, 1.12839], [-0.70663, 0.55574, 2.14803], [2.98212, 1.49636, 3.61332], [3.87452, 0.38363, 4.06573], [4.93996, 0.58862, 4.48630], [3.26182, -1.00223, 4.12754], [2.56559, 1.23242, 2.56621], [3.30304, 2.40264, 3.59441], [2.04826, 1.37447, 4.13474], [3.33294, -1.35356, 3.06041], [2.22066, -0.82285, 4.43825], [3.72017, -1.70812, 4.84123], [-2.20779, -1.15343, 7.34391], [-3.41065, -1.27636, 6.24883], [-4.53277, -1.66679, 6.56684], [-3.18386, -0.81253, 4.79583], [-2.45077, -0.17023, 7.86837], [-1.15141, -0.83090, 7.00397], [-2.03014, -1.99648, 8.18154], [-3.89192, -0.02020, 4.35060], [-3.43503, -1.58553, 4.01341], [-2.18890, -0.57425, 4.79328], [-7.59912, -0.36432, 2.88123], [-7.44055, -1.38743, 2.02531], [-7.02999, -1.41697, 0.57425], [-7.94423, -0.48036, -0.19993], [-5.62865, -0.68990, 0.55389], [-4.41373, -1.24354, 1.13788], [-6.87837, -2.89934, -0.04769], [-8.14695, -3.55100, -0.40967], [-8.38169, -0.65398, 3.72782], [-8.01095, 0.51237, 2.25252], [-6.60222, -0.15505, 3.33440], [-3.76248, -0.49755, 1.47615], [-4.21356, -1.91490, 0.25705], [-4.85612, -2.00335, 1.86971], [-8.65933, -2.74677, -1.07508], [-8.63428, -3.47097, 0.48765], [-7.66757, -4.41080, -0.82585], [5.86759, -1.05338, -3.49828], [4.72373, -0.31562, -3.09763], [3.85963, -0.59717, -1.83006], [3.05257, -1.80947, -1.94609], [4.77383, -0.72145, -0.51552], [4.70168, -1.89935, 0.34158], [2.83559, 0.64182, -1.75879], [2.75635, 1.42085, -0.51490], [6.54740, -1.11255, -2.74747], [6.31778, -0.55559, -4.27559], [5.73503, -1.80198, -4.19224], [4.98495, -2.79801, -0.30917], [3.63776, -2.11361, 0.61050], [5.33698, -1.81625, 1.19534], [1.83966, 1.99756, -0.53710], [3.71129, 2.05538, -0.42491], [2.74192, 0.72895, 0.31128], [0.36718, 3.38784, 1.98336], [0.79033, 4.75322, 1.85233], [2.37352, 4.98907, 2.21561], [3.26643, 4.12957, 1.43269], [2.74019, 6.49543, 1.67992], [2.29605, 6.86667, 0.38581], [2.84385, 4.88349, 3.74051], [4.13371, 5.41167, 4.13924], [0.89743, 2.77659, 1.30399], [-0.50982, 3.23443, 1.47484], [0.11333, 3.00437, 2.94978], [2.75286, 7.88734, 0.09170], [1.18765, 6.88733, 0.48074], [2.50969, 6.25133, -0.35283], [4.14089, 6.43767, 4.04671], [4.75420, 4.96295, 3.48034], [4.53365, 4.96989, 5.15129], [2.46725, -5.01392, 0.49884], [2.72434, -4.21873, -0.65374], [1.94835, -4.41177, -2.01887], [1.69530, -5.81617, -2.19382], [0.50923, -3.62663, -2.13824], [-0.19617, -3.29435, -0.90306], [2.87011, -3.94462, -3.34374], [4.16658, -4.68008, -3.68329], [3.23363, -4.80155, 1.04041], [2.57283, -6.04580, 0.15620], [1.44326, -4.85759, 1.03305], [-0.73894, -4.22553, -0.43901], [-1.07015, -2.54885, -1.24942], [0.32863, -2.61451, -0.08833], [4.47333, -4.38687, -4.58942], [4.22031, -5.83599, -3.70781], [5.07054, -4.51101, -3.06518]], "atomic_forces_ev_per_a": [[0.87, 0.67, 0.02], [0.73, 0.41, 4.38], [-0.49, 1.22, -1.00], [2.45, -3.23, 1.08], [-5.69, -1.89, -2.82], [5.08, 3.39, 0.56], [-5.38, 1.96, -2.64], [3.86, -3.91, 0.78], [-0.69, 3.56, -0.44], [-6.48, -1.33, 1.61], [1.30, 0.15, 3.44], [-0.20, -0.58, -1.07], [-0.36, 0.00, 0.20], [0.45, 0.97, 0.00], [-0.49, -0.38, 0.18], [0.54, 0.37, -0.08], [0.31, -0.57, -0.08], [-3.03, 1.67, -0.89], [-0.26, -0.53, 1.24], [5.43, 4.07, 2.15], [-2.48, -4.06, 1.96], [1.04, -0.51, -1.94], [-0.29, -0.03, -0.02], [0.88, -0.57, 1.01], [1.08, -1.61, -4.73], [3.63, 1.90, 2.84], [0.83, 0.63, -2.21], [0.36, -0.31, -1.32], [-2.77, -1.75, -1.82], [-1.34, -2.07, 0.33], [0.38, 0.51, -0.45], [0.64, -0.48, 1.05], [0.40, 0.41, -0.61], [-0.23, 1.93, -0.40], [-3.60, -6.59, -2.57], [-3.15, -0.71, -0.03], [4.57, 0.95, 1.36], [-0.57, 0.26, -0.86], [0.90, 0.38, 1.23], [2.47, 5.51, 0.16], [-0.41, 0.30, 0.72], [-0.55, -0.17, 1.08], [0.11, -0.64, -0.57], [0.21, 0.58, -0.52], [0.81, 0.86, 0.86], [-1.53, -0.65, 0.46], [2.13, 0.47, 0.18], [-2.75, -0.56, -0.57], [-0.22, -1.34, -0.18], [-1.70, -1.07, -0.34], [-1.04, 1.80, -2.23], [1.15, -0.53, 1.59], [0.73, 0.01, 1.28], [2.48, 1.02, -1.11], [-1.68, 2.97, 2.05], [-0.35, -4.87, 1.13], [-1.12, 4.10, -4.95], [1.08, -2.31, 0.78], [0.24, 0.59, 0.07], [-3.77, -4.39, -1.69], [0.92, 2.17, 1.66], [1.62, 3.79, -2.26], [1.74, 0.60, -1.82], [0.68, -0.92, 1.41], [-0.88, 0.30, -0.05], [1.00, 0.72, 0.31], [1.76, 0.70, 1.20], [1.56, 1.20, 0.01], [0.64, -2.05, 0.40], [-1.94, -1.52, 2.01], [-1.34, -1.09, -0.31], [-1.55, 1.54, -0.56], [0.32, 0.94, -0.20], [-2.12, -1.80, 1.23], [-0.21, -0.22, -0.16], [0.33, 1.12, -0.35], [-1.54, -1.87, -2.30], [1.37, 0.46, 0.49], [2.23, 0.30, -0.36], [1.82, -0.98, 2.23], [1.44, 3.01, -1.27], [-1.53, -3.41, 0.01], [-0.15, 1.17, 1.07], [0.85, 0.46, -0.02], [0.46, 0.56, 0.32], [0.10, 0.15, -0.18], [-1.77, -0.60, -0.09], [-0.24, -0.09, 0.33], [0.18, 0.08, -0.44], [1.67, 0.62, 2.04], [2.19, 0.42, -2.12], [-0.38, -1.25, -0.41], [-0.71, -0.74, 1.68], [-1.96, 4.47, 2.79], [-2.34, 0.95, 0.33], [-0.63, -2.51, 2.58], [1.89, -0.99, 0.33], [-2.96, 0.82, -1.09], [0.88, 0.02, 0.83], [-0.92, -1.52, 0.87], [0.59, 0.63, -0.58], [1.49, -3.46, -3.14], [0.05, 2.20, 0.22], [2.52, -0.92, -2.34], [-1.67, 1.10, -1.57], [-5.36, -2.04, -3.03], [-0.53, 2.10, -0.67], [0.34, 0.11, -2.20], [-0.63, -2.68, -0.04], [1.97, 0.57, 1.35], [-2.33, 1.79, 0.76], [1.20, -1.21, 1.28], [-1.12, -2.33, 3.77], [4.45, 1.33, 4.14], [-0.44, -0.14, 0.34], [1.84, 0.03, -1.15], [1.35, 1.67, -0.88], [1.77, -1.85, 0.67], [-0.41, -1.85, -1.89], [0.33, 1.47, -3.60], [-1.41, 1.69, 0.16], [-1.01, 0.82, 0.62]], "e_lumo_ev": -4.48, "multiplicity": 1, "total_energy_ev": -118162.60470}

---

# 2
{"formula": "C27H67F6GeNNaO4S2Si6", "method": "ωB97M-V/def2-TZVPD", "species": ["Na", "C", "Si", "C", "C", "C", "C", "C", "C", "C", "C", "H", "H", "H", "H", "H", "H", "H", "H", "H", "H", "H", "H", "H", "H", "H", "H", "H", "H", "H", "H", "H", "C", "Si", "C", "C", "Ge", "Si", "C", "C", "C", "Si", "C", "C", "C", "H", "H", "H", "H", "H", "H", "H", "H", "H", "H", "H", "H", "H", "H", "H", "H", "H", "H", "H", "H", "H", "H", "H", "H", "H", "H", "H", "F", "C", "F", "F", "S", "O", "O", "N", "S", "O", "O", "C", "F", "F", "F", "C", "Si", "C", "C", "C", "Si", "C", "C", "C", "H", "H", "H", "H", "H", "H", "H", "H", "H", "H", "H", "H", "H", "H", "H", "H", "H", "H", "H"], "xyz": [[-0.34954, 1.60447, 0.06113], [-3.31674, 1.22164, 2.73737], [-1.78938, 0.11482, 2.84059], [-2.34770, -1.71744, 2.82448], [-3.35040, -1.88625, 1.67866], [-3.04694, -2.08580, 4.14036], [-1.18378, -2.67682, 2.58163], [-0.82747, 0.63435, 4.42917], [-0.05943, 1.93125, 4.15283], [-1.81718, 0.91096, 5.57171], [0.18757, -0.41599, 4.88132], [-3.99588, 0.99335, 3.56652], [-3.85651, 1.08258, 1.80196], [-3.03731, 2.27422, 2.79669], [-4.22012, -1.23675, 1.79206], [-3.71041, -2.92033, 1.65367], [-2.88601, -1.67856, 0.71245], [-3.89655, -1.43292, 4.35568], [-2.37070, -2.05555, 4.99483], [-3.43167, -3.11062, 4.06078], [-0.68668, -2.47012, 1.63299], [-1.56381, -3.70472, 2.54509], [-0.43126, -2.63429, 3.36855], [-0.70147, 2.71356, 3.74443], [0.76009, 1.77039, 3.45277], [0.36674, 2.30793, 5.09102], [-2.45258, 1.76987, 5.35256], [-1.24980, 1.14522, 6.48184], [-2.46559, 0.06353, 5.79459], [0.89194, -0.67257, 4.09007], [-0.28577, -1.33814, 5.22223], [0.76942, -0.01309, 5.71899], [-2.06779, -4.37837, -3.56363], [-1.25727, -3.68533, -1.98970], [-2.34103, -4.43969, -0.62799], [0.40647, -4.57629, -1.84371], [-0.95535, -1.32198, -1.76166], [0.48697, -0.98466, -3.65122], [0.27837, 0.77340, -4.32675], [0.26592, -2.11323, -5.16660], [2.29278, -1.20841, -3.17294], [-2.99829, -0.61944, -2.81401], [-3.18505, 1.26007, -2.65947], [-3.30525, -0.95207, -4.66216], [-4.53902, -1.33856, -1.96337], [-2.27352, -5.44436, -3.41796], [-1.43556, -4.26472, -4.44253], [-3.01364, -3.88034, -3.77614], [-2.35240, -5.53063, -0.71838], [-1.97190, -4.18031, 0.36175], [-3.36925, -4.08035, -0.69746], [0.27300, -5.66204, -1.88443], [0.90093, -4.32320, -0.90452], [1.08258, -4.28502, -2.64898], [-0.65169, 0.87418, -4.89011], [1.10956, 1.02753, -4.99066], [0.25593, 1.51414, -3.52629], [-0.75506, -2.11571, -5.54665], [0.53509, -3.14393, -4.93044], [0.93253, -1.76580, -5.96335], [2.58971, -0.56308, -2.34075], [2.94555, -1.01015, -4.02944], [2.47276, -2.23567, -2.84341], [-2.43895, 1.77819, -3.26360], [-3.04226, 1.59411, -1.63028], [-4.17696, 1.58886, -2.98577], [-2.48611, -0.58301, -5.27880], [-4.22282, -0.44478, -4.97851], [-3.41344, -2.01626, -4.87157], [-4.53393, -1.14043, -0.89086], [-4.58947, -2.42193, -2.09278], [-5.44897, -0.90237, -2.38801], [1.52165, 6.42660, 2.02184], [1.23172, 5.20782, 2.47023], [0.46976, 5.33856, 3.55962], [2.35522, 4.59778, 2.81999], [0.29108, 4.18770, 1.20755], [0.90656, 2.88276, 1.21297], [-1.07870, 4.23765, 1.65635], [0.55945, 5.00017, -0.13479], [-0.44960, 4.60281, -1.29119], [-0.91839, 3.24033, -1.13287], [-0.01133, 5.03823, -2.57416], [-1.98663, 5.64717, -0.96419], [-1.79169, 6.53303, 0.01220], [-2.30722, 6.33141, -2.06840], [-3.02453, 4.87930, -0.64420], [5.01546, -2.00941, -0.01126], [3.72303, -0.93330, 0.88727], [4.60731, -0.54235, 2.54042], [2.30203, -2.09945, 1.34395], [3.10472, 0.45351, -0.04952], [4.00412, 1.84532, -0.70783], [5.72626, 1.32718, -1.33407], [3.10977, 2.65865, -2.17819], [4.39894, 3.32286, 0.45595], [5.28285, -2.89955, 0.56610], [5.93008, -1.44198, -0.19701], [4.62461, -2.32676, -0.98061], [4.96637, -1.43334, 3.06456], [3.93336, 0.00450, 3.20445], [5.46783, 0.10558, 2.34885], [1.62808, -1.61176, 2.05022], [1.71779, -2.33236, 0.45015], [2.64045, -3.03609, 1.79471], [2.01152, 0.49259, -0.02750], [5.63736, 0.49257, -2.03178], [6.36625, 1.00159, -0.50974], [6.22965, 2.15602, -1.83920], [2.54649, 1.91518, -2.74223], [3.79729, 3.15564, -2.86855], [2.40978, 3.42382, -1.83287], [4.39687, 2.98793, 1.49463], [3.63725, 4.10143, 0.35890], [5.36884, 3.78412, 0.24333]], "atomic_forces_ev_per_a": [[0.00, -1.64, -0.28], [0.05, 0.02, -0.04], [0.08, -0.05, 0.21], [-0.08, 0.08, -0.02], [-0.02, -0.02, 0.00], [-0.02, -0.05, -0.05], [0.04, -0.06, 0.02], [-0.01, 0.03, -0.05], [0.00, 0.01, 0.01], [0.07, 0.01, 0.03], [-0.02, -0.04, 0.06], [-0.03, 0.02, -0.03], [-0.03, -0.04, -0.05], [0.03, 0.05, 0.05], [-0.05, 0.03, 0.02], [0.00, -0.02, -0.01], [0.02, 0.02, -0.03], [-0.02, 0.03, -0.01], [0.04, 0.00, 0.02], [-0.01, 0.00, 0.02], [0.01, 0.02, -0.04], [0.00, -0.02, 0.01], [0.03, 0.02, 0.02], [-0.04, 0.02, -0.01], [0.01, 0.00, -0.03], [0.02, 0.00, 0.01], [-0.02, 0.03, -0.03], [-0.02, 0.01, 0.01], [-0.01, -0.06, 0.01], [0.04, 0.01, -0.06], [-0.02, -0.02, 0.01], [0.01, -0.02, 0.02], [0.03, 0.01, 0.03], [0.03, 0.05, 0.07], [0.02, 0.02, -0.02], [-0.04, -0.02, -0.02], [-0.18, 0.17, -0.02], [0.07, 0.02, 0.08], [0.00, -0.05, 0.04], [-0.01, 0.04, 0.02], [-0.06, -0.02, -0.03], [0.06, 0.04, 0.04], [-0.04, -0.05, 0.00], [-0.01, 0.00, 0.04], [0.01, -0.02, -0.04], [0.02, -0.03, -0.02], [0.05, 0.02, -0.06], [-0.09, 0.01, 0.03], [-0.01, -0.03, -0.01], [0.05, -0.01, 0.07], [-0.07, 0.02, -0.01], [0.01, -0.03, 0.00], [0.01, 0.01, 0.06], [0.03, 0.01, -0.06], [-0.04, 0.00, -0.03], [0.01, 0.02, -0.03], [0.03, 0.05, 0.04], [-0.07, 0.01, -0.03], [0.05, -0.05, 0.02], [0.01, -0.01, -0.02], [0.00, 0.02, 0.03], [0.03, 0.01, -0.03], [0.00, -0.05, -0.01], [0.05, 0.03, -0.02], [-0.03, 0.01, 0.05], [-0.03, 0.01, -0.03], [0.04, 0.07, -0.02], [-0.03, 0.00, -0.02], [-0.01, -0.06, -0.01], [0.00, 0.04, 0.05], [-0.01, -0.05, -0.02], [-0.03, 0.00, -0.01], [-0.04, -0.01, -0.04], [0.18, -0.02, -0.11], [-0.02, -0.05, -0.03], [-0.04, 0.01, -0.05], [-0.05, 0.29, 0.14], [0.38, 0.57, 0.36], [-0.03, 0.05, 0.06], [-0.20, -0.10, 0.06], [-0.05, 0.04, 0.18], [-0.18, 0.58, -0.62], [0.18, 0.08, 0.12], [-0.06, -0.07, -0.06], [0.03, 0.02, 0.01], [0.00, -0.03, -0.03], [0.01, 0.01, 0.04], [-0.05, 0.03, -0.01], [0.03, 0.01, -0.03], [-0.03, 0.02, -0.07], [0.05, 0.01, -0.05], [0.02, 0.01, 0.25], [-0.05, 0.04, -0.02], [-0.05, -0.05, 0.02], [0.03, 0.01, 0.09], [-0.03, -0.02, -0.06], [0.01, -0.04, 0.04], [0.05, 0.03, -0.02], [-0.01, -0.02, -0.03], [0.01, -0.07, 0.02], [-0.03, 0.02, 0.03], [0.04, 0.03, 0.01], [-0.07, 0.05, 0.05], [-0.04, -0.02, -0.03], [0.04, -0.04, 0.02], [0.00, 0.04, -0.10], [0.01, -0.03, -0.05], [0.03, -0.02, 0.05], [0.01, 0.05, -0.01], [-0.01, -0.04, -0.07], [0.06, 0.02, 0.00], [-0.06, 0.00, 0.02], [0.04, -0.02, 0.04], [-0.04, 0.02, 0.02], [0.03, 0.01, -0.04]], "e_lumo_ev": [3.53, 3.34], "total_charge": -2, "multiplicity": 2, "total_energy_ev": -184945.21310}

---

Quick rundown of max |F|, same order as above: 7.94, 1.66 eV Å⁻¹